(1)
Formula: C2H3NOS
Source: OMol25
Level of theory: ωB97M-V/def2-TZVPD

Structure (XYZ):
```
8
Properties=species:S:1:pos:R:3:lowdin_charge:R:1
C -0.225 0.395 0.177 -0.707
C 1.504 -1.134 0.299 -0.171
H 0.407 1.456 0.699 0.187
H -0.544 -1.595 -0.121 0.143
H 1.960 -1.997 0.643 0.102
N 0.088 -0.900 0.311 -0.047
O 2.255 -0.097 0.066 -0.040
S -1.760 0.853 -0.424 0.533
```

## Properties
Frontier orbital gap   8.123 eV
HOMO   -8.7918 eV

(2)
Formula: C2H3NOS
Source: OMol25
Level of theory: ωB97M-V/def2-TZVPD

Structure (XYZ):
```
8
Properties=species:S:1:pos:R:3:lowdin_charge:R:1
C 0.964 1.681 -1.570 0.094
C 0.246 -0.429 1.001 -0.711
H 0.718 1.773 -2.546 0.008
H 1.664 2.418 -1.036 0.112
H 0.831 -0.168 2.017 0.130
N 0.400 0.431 -1.153 0.026
O 0.848 0.371 0.140 -0.275
S -1.253 -1.095 0.746 0.615
```

## Properties
SMILES   C=NOC=S
Frontier orbital gap   8.419 eV
HOMO   -8.8665 eV

Stability ranking, top entry: (1); the second entry is 0.0749 hartree less favorable.

(1)
Formula: C2H3NOS
Source: OMol25
Level of theory: ωB97M-V/def2-TZVPD

Structure (XYZ):
```
8
Properties=species:S:1:pos:R:3:lowdin_charge:R:1
C 0.311 1.171 1.531 -0.442
C 0.036 -0.414 -0.110 0.026
N 0.058 0.804 0.305 -0.199
O -0.043 2.125 3.839 -0.600
S -0.720 1.830 2.585 0.836
H -0.204 -0.532 -1.083 0.040
H 0.183 -1.100 0.839 0.145
H -0.016 1.480 -0.517 0.194
```

## Properties
Frontier orbital gap (alpha / beta)   7.897 / 7.895 eV
HOMO (alpha / beta)   -8.2952 / -8.2945 eV

(2)
Formula: C2H3NOS
Source: OMol25
Level of theory: ωB97M-V/def2-TZVPD

Structure (XYZ):
```
8
Properties=species:S:1:pos:R:3:lowdin_charge:R:1
C -1.526 -0.494 -0.047 -0.065
C 1.643 0.540 0.114 -0.736
H -2.600 -0.010 -0.424 0.143
H -1.270 -1.541 0.194 0.104
H 1.195 1.491 -0.071 0.065
N -0.764 0.437 -0.010 -0.052
O 0.405 -0.146 0.281 -0.257
S 2.918 -0.278 -0.037 0.799
```

## Properties
SMILES   C=NOC=S
Frontier orbital gap   9.576 eV
HOMO   -9.4590 eV

Stability ranking, top entry: (2); the second entry is 0.0212 hartree less favorable.

(1)
Formula: C2H3NOS
Source: OMol25
Level of theory: ωB97M-V/def2-TZVPD

Structure (XYZ):
```
8
Properties=species:S:1:pos:R:3:lowdin_charge:R:1
C -0.507 0.768 1.197 -0.010
C -0.340 0.368 -0.051 -0.417
N 0.691 -0.496 -0.336 -0.301
O 1.681 -2.246 -1.771 -0.498
S 0.639 -1.250 -1.673 0.933
H -1.386 1.441 1.514 0.084
H 0.256 0.587 2.000 0.078
H -1.035 0.828 -0.880 0.130
```

## Properties
Frontier orbital gap (alpha / beta)   8.521 / 8.522 eV
HOMO (alpha / beta)   -9.5017 / -9.5020 eV

(2)
Formula: C2H3NOS
Source: OMol25
Level of theory: ωB97M-V/def2-TZVPD

Structure (XYZ):
```
8
Properties=species:S:1:pos:R:3:lowdin_charge:R:1
C 0.976 -0.398 -1.329 0.017
C -0.985 0.357 1.318 -0.742
H 1.425 -1.225 -1.833 0.072
H 1.284 0.588 -1.587 0.082
H -0.801 -0.636 1.556 0.038
N 0.182 -0.712 -0.378 0.019
O -0.363 0.501 0.121 -0.186
S -1.717 1.524 2.132 0.701
```

## Properties
SMILES   C=NOC=S
Frontier orbital gap   9.340 eV
HOMO   -9.1226 eV

(3)
Formula: C2H3NOS
Source: OMol25
Level of theory: ωB97M-V/def2-TZVPD

Structure (XYZ):
```
8
Properties=species:S:1:pos:R:3:lowdin_charge:R:1
C 0.271 -1.247 -0.842 -0.092
C -0.441 1.198 0.965 -0.594
H -0.521 -1.303 -0.151 0.039
H 0.475 -2.115 -1.447 0.068
H -0.500 2.168 1.501 0.076
N 1.025 -0.225 -1.028 -0.371
O -1.190 0.282 1.209 -0.039
S 0.881 1.242 -0.208 0.914
```

## Properties
SMILES   C=NSC=O
Frontier orbital gap   10.118 eV
HOMO   -9.7261 eV

(4)
Formula: C2H3NOS
Source: OMol25
Level of theory: ωB97M-V/def2-TZVPD

Structure (XYZ):
```
8
Properties=species:S:1:pos:R:3:lowdin_charge:R:1
C 0.129 1.286 0.054 -0.370
C 1.010 -0.827 0.040 -0.391
H 0.168 1.896 1.027 0.105
H -0.189 2.006 -0.637 0.038
H 1.908 -1.368 0.166 0.121
N -0.138 -1.294 0.024 -0.279
O 1.394 0.480 -0.116 -0.090
S -1.182 -0.004 -0.023 0.866
```

## Properties
Frontier orbital gap   9.298 eV
HOMO   -8.4932 eV

Stability ranking, top entry: (3); the second entry is 0.0074 hartree less favorable.

(1)
Formula: C7H8
Source: OMol25
Level of theory: ωB97M-V/def2-TZVPD

Structure (XYZ):
```
15
Properties=species:S:1:pos:R:3:lowdin_charge:R:1
C -0.647 1.116 1.003 -0.039
C 0.043 0.275 -0.058 -0.469
C -0.732 -0.505 -1.026 -0.029
C 0.019 -1.293 0.115 -0.306
C -0.930 -1.846 1.028 0.142
C 1.308 0.821 -0.529 -0.085
C 2.304 1.362 -0.930 0.137
H -0.795 2.134 0.633 0.087
H -1.606 0.671 1.269 0.070
H -0.030 1.172 1.906 0.092
H 0.933 -1.789 -0.234 0.126
H -1.816 -0.491 -0.950 0.113
H -0.309 -0.689 -2.011 0.121
H -0.580 -2.879 1.280 0.010
H 3.205 1.819 -1.279 0.030
```

## Properties
Frontier orbital gap   8.361 eV
HOMO   -8.4953 eV

(2)
Formula: C7H8
Source: OMol25
Level of theory: ωB97M-V/def2-TZVPD

Structure (XYZ):
```
15
Properties=species:S:1:pos:R:3:lowdin_charge:R:1
C -0.203 -1.512 -0.496 -0.047
C -0.524 -0.114 -0.067 -0.287
C 0.372 0.985 -0.621 -0.191
C 1.796 0.845 -0.304 -0.137
C 2.964 0.724 -0.030 0.114
C -1.380 0.225 0.928 -0.241
C -2.433 -0.075 1.788 0.126
H 0.143 -1.537 -1.534 0.083
H 0.631 -1.883 0.120 0.095
H -1.046 -2.194 -0.363 0.084
H -0.851 1.054 1.426 0.123
H 0.247 0.984 -1.714 0.126
H 0.012 1.963 -0.276 0.119
H 3.997 0.622 0.212 0.024
H -3.427 -0.087 1.301 0.009
```

## Properties
Frontier orbital gap (alpha / beta)   7.645 / 7.617 eV
HOMO (alpha / beta)   -8.2522 / -7.9016 eV

Stability ranking, top entry: (1); the second entry is 0.0226 hartree less favorable.

(1)
Formula: C7H8
Source: OMol25
Level of theory: ωB97M-V/def2-TZVPD

Structure (XYZ):
```
15
Properties=species:S:1:pos:R:3:lowdin_charge:R:1
C -0.131 -1.549 -0.546 -0.036
C -0.257 -0.116 -0.079 -0.484
C 0.235 0.983 -0.924 -0.021
C 1.022 0.632 0.390 -0.312
C 2.293 0.117 0.001 0.150
C -1.429 0.160 0.732 -0.085
C -2.429 0.361 1.371 0.138
H -1.003 -1.823 -1.147 0.089
H 0.781 -1.668 -1.132 0.070
H -0.078 -2.216 0.319 0.092
H 0.831 1.303 1.232 0.128
H 0.724 0.706 -1.852 0.112
H -0.270 1.943 -0.910 0.121
H 3.045 0.645 0.628 0.011
H -3.333 0.523 1.917 0.029
```

## Properties
Frontier orbital gap   8.456 eV
HOMO   -8.5448 eV

(2)
Formula: C7H8
Source: OMol25
Level of theory: ωB97M-V/def2-TZVPD

Structure (XYZ):
```
15
Properties=species:S:1:pos:R:3:lowdin_charge:R:1
C -2.640 0.010 0.057 -0.241
C -3.642 -0.832 -0.145 0.099
C 0.728 0.824 -0.559 -0.211
C 1.367 -0.506 -0.091 -0.307
C -0.244 1.192 0.517 -0.216
C 0.541 -1.718 0.026 0.026
C -1.581 0.707 0.150 0.024
H 1.484 1.502 -0.549 0.065
H 0.293 0.696 -1.679 0.179
H 2.242 -0.542 -0.637 0.075
H 1.729 -0.203 0.919 0.113
H -0.063 0.694 1.492 0.137
H -0.176 2.266 0.628 0.124
H -0.264 -1.895 0.801 0.071
H 0.226 -2.194 -0.929 0.062
```

## Properties
Frontier orbital gap (alpha / beta)   7.726 / 6.457 eV
HOMO (alpha / beta)   -8.6717 / -7.8748 eV

Stability ranking, top entry: (1); the second entry is 0.1052 hartree less favorable.

(1)
Formula: C7H8
Source: OMol25
Level of theory: ωB97M-V/def2-TZVPD

Structure (XYZ):
```
15
Properties=species:S:1:pos:R:3:lowdin_charge:R:1
C 2.236 -0.013 -0.078 -0.042
C -0.060 -1.090 -0.283 0.050
C 0.773 -0.115 0.306 -0.282
C 0.019 0.922 0.830 0.062
C -1.469 0.569 0.738 -0.225
C -2.127 0.505 -0.504 -0.129
C -1.475 -0.799 -0.240 -0.222
H 2.695 -0.508 0.789 0.087
H 2.491 -0.506 -1.008 0.077
H 2.461 1.051 -0.061 0.077
H 0.133 -1.700 -1.165 0.131
H 0.124 1.971 0.605 0.122
H -1.896 0.306 1.709 0.124
H -1.803 1.099 -1.356 0.054
H -2.104 -1.692 -0.284 0.115
```

## Properties
Frontier orbital gap   5.343 eV
HOMO   -6.5360 eV

(2)
Formula: C7H8
Source: OMol25
Level of theory: ωB97M-V/def2-TZVPD

Structure (XYZ):
```
15
Properties=species:S:1:pos:R:3:lowdin_charge:R:1
C -0.780 1.132 1.610 -0.192
C -0.635 -0.217 1.467 0.011
C 0.181 0.044 -1.138 -0.223
C 0.092 -1.338 -0.537 -0.237
C 0.766 1.197 -0.323 -0.279
C -0.519 -1.359 0.826 -0.103
C -0.130 1.804 0.603 0.046
H -1.525 1.570 2.313 0.104
H 0.713 -0.203 -2.062 0.110
H -0.904 0.415 -1.299 0.153
H -0.527 -1.914 -1.177 0.096
H 1.188 -1.700 -0.525 0.144
H 1.814 1.033 0.143 0.156
H 1.033 1.907 -1.117 0.102
H -0.769 -2.369 1.214 0.113
```

## Properties
Frontier orbital gap (alpha / beta)   8.758 / 7.330 eV
HOMO (alpha / beta)   -8.4803 / -7.6440 eV

(3)
Formula: C7H8
Source: OMol25
Level of theory: ωB97M-V/def2-TZVPD

Structure (XYZ):
```
15
Properties=species:S:1:pos:R:3:lowdin_charge:R:1
C -0.394 -0.904 1.759 -0.025
C -0.145 -0.263 0.434 -0.349
C -1.040 0.207 -0.750 -0.083
C 0.129 0.021 -1.689 -0.126
C -0.071 1.349 -1.006 -0.115
C 0.809 0.874 0.170 -0.097
C 1.010 -0.469 -0.518 -0.087
H 0.563 -1.004 2.288 0.084
H -1.052 -0.288 2.384 0.079
H -0.833 -1.904 1.667 0.076
H -2.095 0.073 -0.962 0.126
H 0.127 -0.189 -2.752 0.128
H -0.198 2.329 -1.453 0.126
H 1.391 1.421 0.904 0.132
H 1.785 -1.227 -0.469 0.129
```

## Properties
SMILES   C[C@@]12[C@@H]3[C@H]4[C@@H]3[C@@H]1[C@H]42
Frontier orbital gap   9.815 eV
HOMO   -8.5738 eV

(4)
Formula: C7H8
Source: OMol25
Level of theory: ωB97M-V/def2-TZVPD

Structure (XYZ):
```
15
Properties=species:S:1:pos:R:3:lowdin_charge:R:1
C 2.002 0.909 -0.472 0.031
C 1.911 -0.112 -1.199 0.034
C 0.489 -0.025 -0.294 -0.474
C 0.036 -1.294 0.465 -0.083
C -1.201 -0.368 0.430 -0.224
C -0.264 0.787 0.826 -0.095
C -0.860 -0.050 -1.045 -0.084
H 2.167 1.800 0.104 0.085
H 0.493 -1.470 1.444 0.114
H 0.000 -2.204 -0.141 0.114
H -2.189 -0.578 0.843 0.130
H -0.578 1.801 0.556 0.112
H 0.180 0.748 1.826 0.112
H -0.969 -0.861 -1.772 0.114
H -1.219 0.906 -1.440 0.114
```

## Properties
Frontier orbital gap   10.664 eV
HOMO   -9.7479 eV

Stability ranking, top entry: (3); the second entry is 0.0520 hartree less favorable.

(1)
Formula: C7H8
Source: OMol25
Level of theory: ωB97M-V/def2-TZVPD

Structure (XYZ):
```
15
Properties=species:S:1:pos:R:3:lowdin_charge:R:1
C 0.769 2.368 -0.500 0.027
C 0.436 1.048 -0.264 -0.246
C 0.247 -0.142 -1.359 -0.019
C -0.306 -1.246 -0.933 -0.133
C -0.405 -1.771 0.477 -0.208
C -0.396 -0.670 1.471 -0.086
C -0.205 0.638 1.022 -0.073
H 0.935 3.079 0.269 0.031
H 1.100 2.746 -1.536 0.080
H 0.140 0.051 -2.409 0.091
H -0.377 -2.058 -1.578 0.080
H -1.391 -2.280 0.530 0.128
H 0.460 -2.351 0.745 0.115
H -0.658 -1.012 2.508 0.113
H -0.351 1.599 1.555 0.101
```

## Properties
SMILES   C=C1C=CCC=C1
Frontier orbital gap   9.112 eV
HOMO   -8.2750 eV

(2)
Formula: C7H8
Source: OMol25
Level of theory: ωB97M-V/def2-TZVPD

Structure (XYZ):
```
15
Properties=species:S:1:pos:R:3:lowdin_charge:R:1
C -0.795 0.648 1.304 -0.036
C 0.100 0.257 0.144 -0.472
C -0.410 0.347 -1.231 -0.025
C -0.191 -1.076 -0.622 -0.314
C -1.457 -1.697 -0.434 0.151
C 1.521 0.487 0.339 -0.086
C 2.695 0.676 0.521 0.137
H -0.764 1.733 1.451 0.089
H -1.819 0.332 1.097 0.067
H -0.457 0.163 2.224 0.090
H 0.711 -1.563 -0.997 0.127
H -1.442 0.650 -1.370 0.113
H 0.272 0.584 -2.041 0.121
H -1.393 -2.714 -0.871 0.010
H 3.740 0.837 0.681 0.029
```

## Properties
Frontier orbital gap   8.397 eV
HOMO   -8.5065 eV

(3)
Formula: C7H8
Source: OMol25
Level of theory: ωB97M-V/def2-TZVPD

Structure (XYZ):
```
15
Properties=species:S:1:pos:R:3:lowdin_charge:R:1
C -0.049 -1.472 -0.413 -0.049
C -0.291 -0.029 0.069 -0.406
C 0.247 1.046 -0.933 -0.131
C 1.559 1.092 -0.279 -0.166
C 2.544 0.702 0.303 0.086
C -1.579 0.200 0.696 -0.119
C -2.509 0.405 1.432 0.117
H -0.925 -1.866 -0.939 0.081
H 0.811 -1.532 -1.095 0.082
H 0.146 -2.128 0.439 0.082
H 0.373 0.249 0.921 0.120
H 0.378 0.707 -1.970 0.119
H -0.351 1.965 -0.932 0.117
H 3.008 0.118 1.070 0.044
H -3.347 0.592 2.061 0.021
```

## Properties
SMILES   C#CC[C@H](C)C#C
Frontier orbital gap   10.379 eV
HOMO   -9.4439 eV

Stability ranking, top entry: (1); the second entry is 0.0749 hartree less favorable.

(1)
Formula: C6H14N2O2
Source: OMol25
Level of theory: ωB97M-V/def2-TZVPD

Structure (XYZ):
```
24
Properties=species:S:1:pos:R:3:lowdin_charge:R:1
C -1.471 -1.234 -2.607 -0.006
C -1.685 -1.094 1.148 -0.082
C -1.422 -0.654 -1.202 -0.556
O -1.328 0.546 -1.020 0.049
N -1.702 -1.573 -0.224 0.009
H -2.396 -1.675 -2.930 0.075
H -2.301 -2.341 -0.460 0.131
H -2.501 -0.379 1.323 0.092
H -1.202 -0.417 -3.288 0.085
H -0.576 -1.848 -2.769 0.084
H -1.772 -1.890 1.885 0.085
H -0.760 -0.578 1.393 0.053
C 1.322 2.817 1.276 -0.102
C 1.884 -0.729 0.200 0.002
C 2.152 0.693 0.633 -0.551
O 3.246 1.076 0.974 0.056
N 1.029 1.478 0.802 0.010
H 0.049 1.324 0.629 0.090
H 1.491 2.911 2.355 0.084
H 1.311 -0.754 -0.737 0.069
H 2.058 3.279 0.615 0.088
H 0.424 3.453 1.204 0.081
H 2.872 -1.099 -0.077 0.086
H 1.277 -1.310 0.877 0.068
```

## Properties
SMILES   CNC(C)=O.CNC(C)=O
Frontier orbital gap   9.907 eV
HOMO   -9.2986 eV

(2)
Formula: C6H14N2O2
Source: OMol25
Level of theory: ωB97M-V/def2-TZVPD

Structure (XYZ):
```
24
Properties=species:S:1:pos:R:3:lowdin_charge:R:1
C 0.456 2.002 -1.279 -0.005
C -2.267 1.882 1.382 -0.082
C -0.255 2.333 -0.017 -0.527
O -0.167 3.460 0.472 0.024
N -1.350 1.578 0.315 -0.007
H 0.868 2.887 -1.757 0.089
H -1.507 0.734 -0.190 0.117
H -2.280 2.988 1.432 0.086
H 1.102 1.129 -1.207 0.053
H -0.292 1.785 -2.057 0.089
H -3.323 1.798 1.144 0.080
H -1.933 1.476 2.332 0.087
C -0.525 -3.237 -0.208 -0.083
C 2.438 -0.853 0.079 -0.017
C 1.185 -1.661 0.371 -0.561
O 0.676 -1.462 1.459 0.044
N 0.537 -2.319 -0.630 0.009
H 0.983 -2.529 -1.506 0.126
H -0.395 -3.818 0.698 0.086
H 2.858 -0.781 -0.922 0.072
H -1.373 -2.573 0.041 0.080
H -0.952 -3.725 -1.085 0.082
H 2.289 0.165 0.416 0.069
H 3.227 -1.260 0.718 0.086
```

## Properties
SMILES   CNC(C)=O.CNC(C)=O
Frontier orbital gap   9.977 eV
HOMO   -9.3803 eV

Stability ranking, top entry: (1); the second entry is 0.0169 hartree less favorable.